[1]
Density functional theory data (ωB97M-V/def2-TZVPD) for 2 unconnected molecules or ions with the total composition C2HF3N2 at a distorted geometry.

F_max: 0.1097 Eh/bohr
Gap between HOMO and LUMO (spin up / spin down): 9.09 / 9.09 eV
HOMO level (spin up / spin down): -8.992 / -8.995 eV
M: 110.04 g/mol
Energy relative to the best compared isomer or geometry (same formula, charge and spin): 104.7 kcal per mole
Total charge: 0

Each line ends with the Mulliken charge.
Geometry (Å):
F -2.48116 -0.81060 0.93235  -0.209
N -0.05536 1.02197 0.37046  -0.307
H 0.45460 0.01106 -1.54420  0.317
F -3.36512 -0.56099 -0.94916  -0.210
C -2.87565 0.06868 0.07027  0.724
F -3.72150 0.94954 0.55190  -0.211
C -0.14999 0.55023 -0.86020  0.218
N -1.28313 1.28090 -0.54287  -0.322

---

[2]
Density functional theory data (ωB97M-V/def2-TZVPD) for a gas-phase ion, C2HF3NO6S (charge -1) at a distorted geometry.

F_max: 0.0813 Eh/bohr
Gap between HOMO and LUMO: 9.54 eV
HOMO level: -6.390 eV
SMILES: O=[N+]([O-])[C@H](OC(F)(F)F)S(=O)(=O)[O-]
M: 224.09 g/mol
Energy relative to the best compared isomer or geometry (same formula, charge and spin): 18.9 kcal per mole
Total charge: -1

Each line ends with the Mulliken charge.
Geometry (Å):
F 1.75883 -2.23607 -0.90199  -0.266
C -0.05359 0.58527 0.07517  -0.438
O -2.08155 0.67964 2.03607  -0.623
S -1.14874 -0.32061 1.63458  1.159
F 1.64515 -0.38822 -2.13177  -0.308
O 0.22333 -0.74463 -0.43185  -0.181
O -0.03690 -0.49282 2.51917  -0.611
H 0.91496 1.22528 0.39572  0.414
O -1.74229 -1.45297 0.98920  -0.559
O -0.88214 2.51035 -0.70360  -0.651
O -1.52491 0.64962 -1.60834  -0.579
N -0.88723 1.25875 -0.80084  1.087
C 1.41615 -0.93207 -0.87952  0.850
F 2.39894 -0.34151 -0.19201  -0.296

---

[3]
Density functional theory data (ωB97M-V/def2-TZVPD) for 2 unconnected molecules or ions with the total composition C2HF4IO at a distorted geometry.

F_max: 0.0561 Eh/bohr
Gap between HOMO and LUMO: 7.74 eV
HOMO level: -9.313 eV
M: 243.93 g/mol
Energy relative to the best compared isomer or geometry (same formula, charge and spin): 66.9 kcal per mole
Total charge: 0

Each line ends with the Mulliken charge.
Geometry (Å):
C 1.03073 -0.16074 -0.38467  0.580
F 0.93436 -0.32083 -1.65521  -0.142
O -0.04926 -0.34261 0.29893  -0.336
F 1.36752 2.09439 -0.27552  -0.625
C 2.46424 -0.25747 0.18239  0.335
H -0.71528 0.20088 -0.09872  0.399
F 2.67384 -1.52709 0.59613  -0.221
F 3.32770 0.00592 -0.74356  -0.182
I 2.73607 0.98731 1.94350  0.191

---

[4]
Density functional theory data (ωB97M-V/def2-TZVPD) for 2 unconnected molecules or ions with the total composition C2HF4NO at a distorted geometry.

F_max: 0.0449 Eh/bohr
Gap between HOMO and LUMO: 12.04 eV
HOMO level: -11.588 eV
SMILES: N=C(F)F.O=C(F)F
M: 131.03 g/mol
Energy relative to the best compared isomer or geometry (same formula, charge and spin): 1.2 kcal per mole
Total charge: 0

Each line ends with the Mulliken charge.
Geometry (Å):
O -2.18885 1.53469 0.47743  -0.340
F -2.03803 0.31389 -1.34714  -0.152
C 2.02999 -0.46993 -0.06290  0.622
N 1.56073 -0.10585 1.02065  -0.542
F 1.54975 -0.10266 -1.25842  -0.201
F 3.05889 -1.20192 -0.33057  -0.180
H 0.61233 0.19367 1.04078  0.294
C -2.20105 0.49983 -0.05644  0.654
F -2.38375 -0.66171 0.51661  -0.156

---

[5]
Density functional theory data (ωB97M-V/def2-TZVPD) for 2 unconnected molecules or ions with the total composition C2HFN2O2 at a distorted geometry.

F_max: 0.0959 Eh/bohr
Gap between HOMO and LUMO: 9.19 eV
HOMO level: -11.523 eV
M: 104.04 g/mol
Energy relative to the best compared isomer or geometry (same formula, charge and spin): 160.2 kcal per mole
Total charge: 0

Each line ends with the Mulliken charge.
Geometry (Å):
C -0.11960 0.13369 -0.41421  -0.008
O 0.64204 -0.98865 1.42532  -0.505
N 0.72692 -0.89650 0.22798  0.919
O 1.41500 -1.54387 -0.51222  -0.504
N -0.54493 2.32377 0.85107  -0.283
F 0.04336 0.17623 -1.72417  -0.184
C -0.32877 1.35562 0.28189  0.299
H -1.83403 -0.56030 -0.13566  0.266

---

[6]
Density functional theory data (ωB97M-V/def2-TZVPD) for a single C2HFO molecule at a distorted geometry.

F_max: 0.0688 Eh/bohr
Gap between HOMO and LUMO: 7.46 eV
HOMO level: -8.116 eV
SMILES: OC#CF
M: 60.03 g/mol
Energy relative to the best compared isomer or geometry (same formula, charge and spin): 111.3 kcal per mole
Total charge: 0

Each line ends with the Mulliken charge.
Geometry (Å):
O -0.52976 -1.16940 -0.09495  -0.319
C -0.13210 1.38611 0.27892  0.061
H -0.45122 -2.01203 -0.67210  0.403
F 0.79560 2.00802 0.90570  -0.072
C 0.31748 -0.21270 -0.41757  -0.073